Density functional theory data (ωB97M-V/def2-TZVPD) for a 2-piece molecular cluster, C3H8P2 overall.

```
13
Properties=species:S:1:pos:R:3:forces:R:3
C -1.761429 -0.778257 0.103635 -1.2 -3.9 -1.1
C -0.487554 -1.133847 -0.136782 0.6 1.4 0.2
C 0.539881 -0.067359 -0.430597 0.9 -1.4 -4.0
P 2.357585 -0.476374 0.034179 -0.1 1.1 0.1
P 0.275707 1.634045 -0.039324 1.5 0.8 0.3
H -2.467114 -1.677918 0.063153 0.9 1.2 0.6
H -2.344398 0.120675 -0.036788 0.8 0.4 0.3
H -0.069299 -2.174459 -0.163653 -1.0 0.9 0.1
H 0.314591 -0.069225 -2.186899 0.9 0.0 3.6
H 1.968284 -0.927639 1.312520 0.0 -0.1 0.2
H 2.859201 0.874698 0.608080 -1.0 -1.7 -0.9
H 0.441818 1.195044 1.304090 -0.7 0.7 0.3
H -1.053748 1.534697 -0.220022 -1.7 0.4 0.3
```
Positions in Å, forces in eV/Å.

Computed properties:
- lowest unoccupied orbital energy (eV) = 0.06
- ΔE to the lowest compared entry with this formula, charge and spin (kcal/mol) = 89.3
- orbital gap (eV) = 9.0515
- HOMO energy (eV) = -9.0
- molar mass (g/mol) = 106.045
- total energy (eV) = -21812.891